Entry 1:
{"formula": "C5H12O", "method": "the ωB97M-V functional and the def2-TZVPD basis", "elements": ["C", "O", "C", "C", "C", "C", "H", "H", "H", "H", "H", "H", "H", "H", "H", "H", "H", "H"], "positions_angstrom": [[1.885, -0.258, -0.575], [1.259, -0.025, 0.658], [-0.084, -0.080, 0.492], [-0.402, 1.094, -1.200], [-0.645, -1.431, 0.072], [-0.790, 0.570, 1.671], [1.111, 0.323, -1.230], [1.880, -1.324, -0.845], [2.917, 0.099, -0.488], [-0.054, 1.273, -2.262], [-1.419, 0.753, -1.320], [-0.328, 2.075, -0.736], [-0.317, -1.674, -0.940], [-0.335, -2.253, 0.738], [-1.737, -1.385, 0.082], [-1.076, -0.129, 2.476], [-0.158, 1.348, 2.111], [-1.709, 1.024, 1.296]], "forces_ev_per_a": [[-0.05, 0.13, -0.47], [0.03, -0.13, 0.28], [-0.44, 0.67, -0.95], [-0.88, -0.02, 1.00], [-0.07, 0.11, -0.20], [-0.05, 0.15, -0.36], [2.26, -0.93, 0.03], [0.07, 0.22, 0.01], [-0.29, 0.04, -0.29], [0.30, -0.89, 1.15], [-0.59, 0.34, 0.13], [-0.36, 0.06, 0.19], [-0.13, -0.11, 0.08], [0.03, 0.41, 0.00], [0.10, -0.02, -0.07], [0.23, 0.00, -0.47], [-0.11, -0.10, -0.19], [-0.05, 0.07, 0.13]], "total_energy_ha": -272.82479, "spin_multiplicity": 1, "homo_ev": -8.8}



Entry 2:
{"formula": "C5H12O", "method": "the ωB97M-V functional and the def2-TZVPD basis", "elements": ["C", "C", "C", "C", "C", "H", "H", "H", "H", "H", "H", "H", "H", "H", "H", "H", "H", "O"], "positions_angstrom": [[-0.595, 0.357, 0.988], [0.189, 0.413, -0.293], [0.335, -0.613, -1.131], [0.832, -0.352, -2.570], [0.444, 1.856, -0.719], [-0.965, -0.658, 1.151], [-1.381, 1.109, 1.030], [-0.020, 0.532, 1.914], [0.171, -1.652, -0.894], [1.921, -0.403, -2.536], [0.421, -1.158, -3.173], [0.466, 0.605, -2.916], [-0.219, 2.255, -1.485], [1.420, 1.927, -1.240], [0.665, 2.454, 0.161], [-0.788, -1.714, 3.522], [-1.541, -2.932, 3.980], [-1.356, -2.025, 4.211]], "forces_ev_per_a": [[0.79, -1.04, 1.13], [-1.40, 0.80, -0.22], [0.75, 1.11, -0.99], [-0.39, -0.95, 1.63], [2.32, -0.85, -0.55], [-0.51, 0.14, -0.18], [-0.25, -0.18, -0.30], [0.30, 0.29, -0.43], [-0.34, -0.04, 0.40], [0.05, 0.13, -0.53], [0.24, 0.09, -0.38], [0.16, 0.12, -0.26], [-0.63, 0.22, 0.59], [-0.24, -0.29, 0.08], [-0.86, 0.45, 0.02], [0.54, 0.36, -0.63], [-0.12, -0.41, -0.05], [-0.42, 0.06, 0.67]], "total_energy_ha": -272.90468, "spin_multiplicity": 1, "homo_ev": -9.0, "smiles": "CC=C(C)C.O"}



Entry 3:
{"formula": "C5H12O", "method": "the ωB97M-V functional and the def2-TZVPD basis", "elements": ["C", "C", "C", "C", "C", "H", "H", "H", "H", "H", "H", "H", "H", "H", "H", "H", "H", "O"], "positions_angstrom": [[1.001, 0.928, -1.629], [-0.461, 0.452, -1.406], [-0.718, -0.165, 0.000], [-0.177, -1.306, 0.271], [-0.507, -2.098, 1.513], [1.079, 1.840, -2.248], [1.725, 0.140, -2.109], [1.512, 1.089, -0.575], [-0.518, -0.426, -2.132], [-1.260, 1.295, -1.567], [-1.469, 0.395, 0.682], [0.482, -1.765, -0.422], [-1.531, -1.767, 2.019], [0.176, -1.992, 2.314], [-0.773, -3.180, 1.404], [0.743, 1.482, 1.581], [0.431, 2.713, 0.745], [0.264, 2.366, 1.559]], "forces_ev_per_a": [[2.11, -0.38, 1.51], [-0.44, -0.24, -0.16], [-1.82, 3.09, -1.17], [-0.43, -2.05, 2.13], [-3.52, -0.21, 0.93], [-0.01, -0.38, 0.41], [-1.69, 1.23, 0.73], [-0.91, 0.12, -2.12], [-0.90, 1.41, 0.65], [1.64, -1.70, -0.16], [1.44, -1.22, -1.10], [0.60, -0.37, -0.65], [1.97, -0.03, -1.22], [1.10, -0.08, 0.65], [0.87, 0.72, -0.49], [-0.99, 1.73, -0.12], [0.80, 1.48, -3.63], [0.18, -3.12, 3.81]], "total_energy_ha": -272.87122, "spin_multiplicity": 1, "homo_ev": -9.5, "smiles": "C/C=C/CC.O"}



Entry 4:
{"formula": "C5H12O", "method": "the ωB97M-V functional and the def2-TZVPD basis", "elements": ["C", "C", "C", "C", "C", "O", "H", "H", "H", "H", "H", "H", "H", "H", "H", "H", "H", "H"], "positions_angstrom": [[-0.964, 0.824, -1.342], [-0.608, -0.448, -0.566], [-1.787, -0.913, 0.282], [0.630, -0.265, 0.311], [1.830, 0.117, -0.502], [3.021, 0.255, 0.247], [-0.169, 1.133, -2.030], [-1.151, 1.658, -0.652], [-1.872, 0.671, -1.935], [-0.375, -1.236, -1.298], [-2.051, -0.148, 1.023], [-1.548, -1.835, 0.822], [-2.669, -1.101, -0.339], [0.473, 0.512, 1.075], [0.860, -1.189, 0.855], [1.664, 1.232, -0.899], [1.983, -0.454, -1.420], [2.802, 1.154, -0.174]], "forces_ev_per_a": [[-0.03, 0.03, -0.02], [-0.10, -0.07, 0.00], [-0.11, -0.04, 0.03], [-0.09, -0.15, 0.00], [-1.86, 1.09, -1.54], [-0.23, 2.07, -0.82], [-0.17, -0.08, 0.10], [0.02, -0.12, -0.08], [0.11, 0.03, 0.09], [-0.06, 0.09, 0.11], [0.02, -0.10, -0.10], [-0.04, 0.13, -0.08], [0.07, 0.02, 0.09], [-0.07, -0.16, -0.16], [-0.03, 0.03, -0.10], [-0.83, -1.95, -0.04], [-0.15, -0.44, 0.09], [3.57, -0.38, 2.42]], "total_energy_ha": -272.87958, "spin_multiplicity": 1, "homo_ev": -10.2, "smiles": "CC(C)CCO"}



Entry 5:
{"formula": "C5H12O", "method": "the ωB97M-V functional and the def2-TZVPD basis", "elements": ["C", "C", "C", "C", "O", "C", "H", "H", "H", "H", "H", "H", "H", "H", "H", "H", "H", "H"], "positions_angstrom": [[-1.244, 0.911, 1.362], [0.175, 0.357, 1.233], [0.594, -0.034, -0.185], [2.004, -0.617, -0.212], [-0.282, -1.027, -0.710], [-1.185, -0.551, -1.673], [-1.391, 1.796, 0.731], [-1.991, 0.164, 1.074], [-1.449, 1.209, 2.397], [0.275, -0.534, 1.865], [0.895, 1.093, 1.614], [0.558, 0.856, -0.838], [2.730, 0.050, 0.267], [2.329, -0.807, -1.240], [2.015, -1.569, 0.329], [-1.782, -1.407, -2.005], [-1.856, 0.221, -1.269], [-0.667, -0.121, -2.544]], "forces_ev_per_a": [[-0.04, 0.02, 0.00], [0.03, -0.02, 0.05], [0.22, 0.12, 0.08], [0.04, -0.01, 0.02], [0.03, -0.01, 0.06], [-0.26, 0.05, -0.19], [0.04, -0.11, 0.07], [0.14, 0.10, 0.05], [0.03, -0.08, -0.20], [0.00, 0.07, -0.06], [-0.08, -0.08, -0.08], [-0.03, -0.12, 0.13], [-0.15, -0.03, -0.09], [-0.08, 0.03, 0.15], [-0.03, 0.10, -0.06], [0.08, 0.19, 0.05], [0.05, -0.14, -0.05], [0.00, -0.09, 0.08]], "total_energy_ha": -272.92711, "spin_multiplicity": 1, "homo_ev": -9.6, "smiles": "CC[C@@H](C)OC"}



Entry 6:
{"formula": "C5H12O", "method": "the ωB97M-V functional and the def2-TZVPD basis", "elements": ["C", "C", "C", "H", "H", "H", "H", "H", "H", "H", "H", "O", "C", "C", "H", "H", "H", "H"], "positions_angstrom": [[1.536, -0.430, -0.499], [0.456, -1.517, -0.411], [0.461, -2.499, 0.768], [1.587, 0.103, 0.455], [1.368, 0.398, -1.194], [2.480, -0.877, -0.816], [0.484, -2.100, -1.331], [-0.460, -0.938, -0.270], [-0.592, -2.764, 0.884], [0.898, -3.475, 0.529], [0.933, -2.187, 1.696], [-2.459, 2.065, 1.421], [-1.668, 1.792, 0.568], [-1.021, 2.762, -0.377], [-1.422, 0.740, 0.353], [-1.262, 2.436, -1.387], [0.058, 2.724, -0.210], [-1.377, 3.770, -0.180]], "forces_ev_per_a": [[0.36, -0.16, 0.34], [0.18, 1.01, 0.21], [-0.08, -0.89, -0.57], [0.52, -0.36, 0.15], [-0.54, -0.44, -0.38], [0.25, 0.21, 0.50], [-0.55, 0.18, -0.13], [-0.29, -0.41, -0.68], [0.07, 0.11, 0.69], [0.37, 0.28, -0.19], [-0.26, 0.40, 0.04], [-0.24, 0.25, 0.52], [-0.04, -0.10, -0.74], [-0.09, 0.09, 0.58], [0.14, -0.25, 0.17], [0.19, 0.10, -0.13], [0.05, -0.05, -0.26], [-0.04, 0.02, -0.12]], "total_energy_ha": -272.90869, "spin_multiplicity": 1, "homo_ev": -9.9, "smiles": "CC=O.CCC"}



Entry 7:
{"formula": "C5H12O", "method": "the ωB97M-V functional and the def2-TZVPD basis", "elements": ["C", "C", "C", "O", "C", "C", "H", "H", "H", "H", "H", "H", "H", "H", "H", "H", "H", "H"], "positions_angstrom": [[2.963, -0.186, 0.081], [1.627, -0.953, -0.036], [0.406, -0.018, 0.110], [-0.897, -0.567, 0.325], [-2.297, 0.890, 0.424], [-3.032, 0.292, -0.602], [3.819, -0.870, 0.008], [3.060, 0.335, 1.043], [3.095, 0.564, -0.710], [1.589, -1.712, 0.752], [1.615, -1.480, -0.998], [0.581, 0.552, 1.032], [0.454, 0.716, -0.721], [-1.508, 1.613, 0.246], [-2.675, 0.848, 1.444], [-4.106, 0.159, -0.468], [-1.997, -0.638, -0.307], [-2.698, 0.458, -1.623]], "forces_ev_per_a": [[-0.08, 0.03, 0.01], [-0.15, -0.11, 0.02], [0.22, 0.19, 0.19], [-0.08, -0.11, 0.06], [-0.19, 0.07, -0.19], [-0.14, 0.48, -0.04], [-0.27, 0.06, -0.01], [-0.15, -0.11, -0.15], [-0.17, -0.14, 0.11], [-0.08, 0.05, -0.10], [-0.16, 0.05, 0.15], [0.17, 0.13, -0.12], [-0.35, -0.26, 0.09], [0.02, -0.18, 0.06], [0.10, 0.00, -0.19], [0.41, -0.59, 0.11], [1.10, 0.09, 0.00], [-0.21, 0.34, 0.01]], "total_energy_ha": -272.79548, "spin_multiplicity": 1, "homo_ev": -8.7}



Entry 8:
{"formula": "C5H12O", "method": "the ωB97M-V functional and the def2-TZVPD basis", "elements": ["C", "C", "C", "H", "H", "H", "H", "H", "H", "H", "H", "C", "C", "O", "H", "H", "H", "H"], "positions_angstrom": [[0.495, -0.620, -0.732], [-0.326, -1.769, -1.252], [-1.825, -1.493, -1.244], [0.344, 0.313, -1.235], [1.623, -0.810, -0.816], [0.330, -0.476, 0.339], [-0.035, -2.647, -0.687], [-0.016, -2.045, -2.297], [-2.240, -1.865, -0.289], [-1.941, -0.415, -1.111], [-2.303, -1.864, -2.150], [-0.145, 1.957, 1.302], [0.988, 2.143, 2.004], [2.213, 1.828, 1.349], [-1.114, 2.243, 1.543], [-0.086, 1.628, 0.253], [1.119, 2.363, 3.033], [2.918, 1.528, 1.991]], "forces_ev_per_a": [[2.30, -0.68, 0.60], [0.68, -0.52, -1.58], [0.41, 0.24, 1.31], [-0.37, 0.50, -0.43], [-1.48, 0.07, 0.03], [-0.14, 0.07, -0.14], [-0.29, -0.30, 0.26], [-0.15, 0.48, 0.73], [-0.26, -0.31, -0.73], [-0.29, 0.10, -0.62], [-0.32, 0.05, 0.40], [2.33, 0.20, -0.93], [0.38, -1.66, -2.14], [-0.04, -0.12, 1.43], [-1.37, 0.47, 1.21], [0.34, 0.25, 0.77], [-0.29, 0.51, 0.72], [-1.43, 0.66, -0.88]], "total_energy_ha": -272.88123, "spin_multiplicity": 1, "homo_ev": -9.2, "smiles": "C=CO.CCC"}



Relative energy (zero: lowest compared OMol25 entry of this formula, charge and spin) (kcal per mole)
77.7 27.6 48.6 43.3 13.5 25.1 96.1 42.3